[1]
Here is a structure of composition C25H29ClN4OPTb in a non-equilibrium geometry from the OMol25 dataset. Energies are from ωB97M-V/def2-TZVPD.

Geometry as XYZ:
```
62
Properties=species:S:1:pos:R:3
Tb -0.19 -0.57 0.90
Cl 0.20 -3.00 0.72
C 0.12 2.15 0.76
O 0.26 3.29 0.82
P 0.07 0.25 -1.79
C -1.50 -0.14 -2.67
C 0.56 1.87 -2.47
C 1.32 -0.95 -2.41
C 1.76 2.07 -3.17
C 2.07 3.34 -3.66
C 1.20 4.42 -3.47
C 0.02 4.22 -2.76
C -0.31 2.97 -2.26
H 2.45 1.24 -3.32
H 3.02 3.50 -4.18
H 1.47 5.41 -3.84
H -0.66 5.06 -2.58
H -1.24 2.83 -1.70
C -2.43 -0.99 -2.04
C -3.63 -1.30 -2.68
C -3.91 -0.79 -3.95
C -2.99 0.04 -4.58
C -1.78 0.37 -3.94
H -2.23 -1.43 -1.05
H -4.36 -1.93 -2.17
H -4.86 -1.04 -4.44
H -3.20 0.44 -5.57
H -1.07 1.03 -4.44
C 1.13 -1.67 -3.59
C 2.14 -2.52 -4.05
C 3.32 -2.68 -3.33
C 3.49 -2.00 -2.13
C 2.51 -1.13 -1.67
H 0.20 -1.56 -4.15
H 1.98 -3.07 -4.98
H 4.09 -3.37 -3.70
H 4.40 -2.15 -1.54
H 2.66 -0.58 -0.73
H -3.11 -3.84 0.32
H -2.48 -4.24 0.24
C -0.18 1.34 3.77
N -0.02 0.02 3.08
C -1.16 -0.90 3.55
N -1.17 -1.08 5.02
C -1.31 0.28 5.63
N -0.19 1.20 5.25
C 1.10 0.56 5.65
N 1.29 -0.79 5.04
C 1.27 -0.63 3.57
C 0.14 -1.65 5.45
H -1.13 1.79 3.44
H 0.65 1.98 3.47
H -1.04 -1.89 3.05
H -2.12 -0.45 3.25
H -1.33 0.19 6.72
H -2.26 0.73 5.30
H 1.93 1.22 5.35
H 1.13 0.47 6.75
H 1.37 -1.61 3.07
H 2.11 0.02 3.28
H 0.14 -1.74 6.55
H 0.27 -2.65 5.03
```

Computed properties:
E_LUMO (alpha / beta): -7.8094 / -7.4937 eV
Relative energy (zero: lowest compared OMol25 entry of this formula, charge and spin): 0.0 kcal per mole
Kohn-Sham gap (alpha / beta): 6.6464 / 6.9341 eV
Multiplicity: 7
HOMO (alpha / beta): -14.5 / -14.4 eV
Net charge: +2

[2]
Here is a structure of composition CBr3NO2 in a non-equilibrium geometry from the OMol25 dataset. Energies are from ωB97M-V/def2-TZVPD.

Geometry as XYZ:
```
7
Properties=species:S:1:pos:R:3
C -0.99 0.61 0.07
N 1.37 -0.85 -0.23
O 1.77 -1.17 -1.32
O 1.61 -1.08 0.87
Br -2.45 -0.23 -0.69
Br -0.70 0.34 1.91
Br -0.61 2.39 -0.62
```

Computed properties:
E_LUMO (alpha / beta): -1.2501 / -1.3087 eV
Relative energy (zero: lowest compared OMol25 entry of this formula, charge and spin): 39.7 kcal per mole
Kohn-Sham gap (alpha / beta): 8.8523 / 7.4491 eV
Multiplicity: 1
HOMO (alpha / beta): -10.1 / -8.8 eV
Net charge: 0

[3]
Here is a structure of composition C3H3AgO in a non-equilibrium geometry from the OMol25 dataset. Energies are from ωB97M-V/def2-TZVPD.

Geometry as XYZ:
```
8
Properties=species:S:1:pos:R:3
C 0.05 0.01 -1.06
C -0.82 -0.74 0.00
C -0.20 0.60 0.21
H -0.46 -1.60 0.59
H -1.89 -0.85 -0.22
H -0.79 1.51 0.41
O 1.61 0.86 1.00
Ag 2.50 0.19 -0.95
```

Computed properties:
E_LUMO (alpha / beta): 3.2882 / 3.2292 eV
Relative energy (zero: lowest compared OMol25 entry of this formula, charge and spin): 46.2 kcal per mole
Kohn-Sham gap (alpha / beta): 5.4879 / 5.9629 eV
Multiplicity: 2
HOMO (alpha / beta): -2.2 / -2.7 eV
Net charge: -1

[4]
Here is a cluster of 7 separate species, C4H21NO8 in total in a non-equilibrium geometry from the OMol25 dataset. Energies are from ωB97M-V/def2-TZVPD.

Geometry as XYZ:
```
34
Properties=species:S:1:pos:R:3
O -1.61 -2.29 -1.25
C -1.88 -1.20 -0.79
N -1.03 -0.42 -0.14
C -1.50 0.88 0.45
C -1.10 0.96 1.90
C 0.39 1.01 2.27
O 0.97 2.13 1.62
H -2.90 -0.88 -0.88
H -0.01 -0.58 -0.27
H -1.06 1.66 -0.15
H -2.57 0.81 0.41
H -1.51 0.12 2.43
H -1.60 1.73 2.51
H 0.40 1.20 3.31
H 0.88 0.05 2.13
H 1.79 1.86 1.18
H -0.78 -1.08 1.51
H -1.61 -2.32 1.22
O -1.35 -1.74 1.95
H 2.04 0.47 -1.45
H 3.28 1.23 -0.90
O 2.53 0.68 -0.62
H -0.70 2.81 -1.94
H -0.04 3.65 -0.87
O -0.75 3.67 -1.52
H 1.91 -0.60 0.65
H 1.09 -1.77 0.38
O 1.04 -0.95 0.87
H 0.09 -2.62 -1.41
H 1.13 -3.63 -2.02
O 1.04 -2.79 -1.58
H 0.55 -0.46 -3.49
H 1.54 -1.25 -2.56
O 1.34 -0.37 -2.95
```

Computed properties:
E_LUMO: 0.1280 eV
Relative energy (zero: lowest compared OMol25 entry of this formula, charge and spin): 52.7 kcal per mole
SMILES: O=CNCCCO.O.O.O.O.O.O
Kohn-Sham gap: 9.9279 eV
Multiplicity: 1
HOMO: -9.8 eV
Net charge: 0

[5]
Here is a structure of composition C33H27HoN14O4S in a non-equilibrium geometry from the OMol25 dataset. Energies are from ωB97M-V/def2-TZVPD.

Geometry as XYZ:
```
80
Properties=species:S:1:pos:R:3
Ho 0.61 1.05 1.24
O -1.35 2.23 1.29
C -1.67 3.47 1.27
C -2.68 3.98 2.12
C -3.07 5.30 2.08
C -2.46 6.21 1.18
C -1.47 5.75 0.34
C -1.04 4.40 0.36
C 0.01 4.01 -0.52
N 0.54 2.81 -0.59
N 1.51 2.70 -1.57
C 2.40 1.79 -1.27
O 2.49 1.11 -0.19
C 3.41 1.49 -2.35
C 3.53 2.28 -3.49
C 4.47 1.95 -4.47
C 5.28 0.82 -4.32
C 5.15 0.04 -3.18
C 4.23 0.38 -2.20
H -3.13 3.28 2.82
H -3.84 5.66 2.76
H -2.76 7.25 1.15
H -0.98 6.44 -0.35
H 0.42 4.77 -1.18
H 2.89 3.14 -3.60
H 4.56 2.57 -5.36
H 6.00 0.57 -5.08
H 5.78 -0.84 -3.05
H 4.11 -0.21 -1.29
N 3.53 1.22 3.63
C 2.95 2.40 3.21
N 3.51 3.57 3.43
N 2.63 4.47 2.91
N 1.61 3.87 2.42
N 1.78 2.52 2.60
C 3.19 -0.05 3.21
N 3.88 -1.10 3.61
N 3.23 -2.15 3.06
N 2.22 -1.74 2.38
N 2.16 -0.37 2.44
H 4.43 1.31 4.05
N -2.32 0.93 -1.51
H -3.06 1.58 -1.28
H -1.49 1.39 -1.18
H -2.43 0.16 -0.84
S 0.25 -4.16 -4.02
C 0.45 -2.87 -2.79
C 0.20 -1.56 -3.13
C 0.33 -0.59 -2.14
N 0.67 -0.87 -0.87
C 0.92 -2.15 -0.57
C 0.83 -3.18 -1.50
C -1.40 -4.71 -3.60
C -2.48 -4.31 -4.37
C -3.75 -4.77 -4.03
N -3.99 -5.58 -2.99
C -2.94 -5.94 -2.26
C -1.63 -5.54 -2.52
H -0.10 -1.27 -4.13
H 0.15 0.45 -2.37
H 1.20 -2.37 0.45
H 1.06 -4.20 -1.20
H -2.34 -3.64 -5.21
H -4.61 -4.47 -4.61
H -3.14 -6.58 -1.40
H -0.81 -5.86 -1.89
O -0.54 0.28 3.21
C -1.18 -0.54 2.52
O -1.06 -0.64 1.26
C -2.15 -1.48 3.21
C -2.84 -2.43 2.48
C -3.73 -3.30 3.12
C -3.91 -3.21 4.49
C -3.21 -2.26 5.23
C -2.33 -1.40 4.58
H -2.68 -2.48 1.41
H -4.27 -4.04 2.54
H -4.60 -3.89 4.99
H -3.35 -2.19 6.30
H -1.76 -0.65 5.13
```

Computed properties:
E_LUMO (alpha / beta): 3.5021 / 3.5021 eV
Relative energy (zero: lowest compared OMol25 entry of this formula, charge and spin): 31.5 kcal per mole
Kohn-Sham gap (alpha / beta): 5.8702 / 5.8729 eV
Multiplicity: 5
HOMO (alpha / beta): -2.4 / -2.4 eV
Net charge: -2

[6]
Here is a cluster of 3 separate species, C2H10N2S in total in a non-equilibrium geometry from the OMol25 dataset. Energies are from ωB97M-V/def2-TZVPD.

Geometry as XYZ:
```
15
Properties=species:S:1:pos:R:3
N 0.14 1.65 0.58
C -1.07 1.05 -0.04
C -0.92 -0.44 -0.36
N 0.04 -0.66 -1.45
H 0.34 1.11 1.42
H 1.67 -0.05 0.51
H -0.12 2.58 0.88
H -1.90 1.16 0.68
H -1.33 1.57 -0.96
H -0.68 -0.99 0.57
H -1.90 -0.80 -0.71
H 0.97 -0.82 -1.01
H -0.16 -1.56 -1.89
S 1.81 -1.83 1.04
H 3.12 -1.97 0.76
```

Computed properties:
E_LUMO: -0.1650 eV
Relative energy (zero: lowest compared OMol25 entry of this formula, charge and spin): 49.8 kcal per mole
Kohn-Sham gap: 9.0239 eV
Multiplicity: 1
HOMO: -9.2 eV
Net charge: 0

[7]
Here is a cluster of 3 separate species, C6H14O2 in total in a non-equilibrium geometry from the OMol25 dataset. Energies are from ωB97M-V/def2-TZVPD.

Geometry as XYZ:
```
22
Properties=species:S:1:pos:R:3
C -0.49 -2.54 0.72
C -1.35 -1.70 -0.27
C -1.40 -0.17 0.11
C 1.18 2.44 -1.23
O 1.78 2.82 0.02
C -0.11 1.69 -0.95
C -0.16 0.60 -0.21
H 0.50 -2.09 0.60
H -0.81 -2.43 1.76
H -0.60 -3.59 0.45
H -2.42 -1.93 -0.23
H -0.96 -1.86 -1.27
H -2.26 0.17 -0.48
H -1.63 -0.04 1.17
H 1.86 1.80 -1.80
H 1.01 3.38 -1.77
H 2.64 2.39 -0.03
H -0.96 2.04 -1.52
H 1.28 -0.64 -0.39
H 0.60 0.07 1.05
H 1.63 -0.23 2.20
O 0.68 -0.20 2.07
```

Computed properties:
E_LUMO: -1.1065 eV
Relative energy (zero: lowest compared OMol25 entry of this formula, charge and spin): 143.9 kcal per mole
Kohn-Sham gap: 8.2717 eV
Multiplicity: 1
HOMO: -9.4 eV
Net charge: 0

[8]
Here is a cluster of 2 separate species, C2H7N2O2 in total in a non-equilibrium geometry from the OMol25 dataset. Energies are from ωB97M-V/def2-TZVPD.

Geometry as XYZ:
```
13
Properties=species:S:1:pos:R:3
N 1.37 0.72 -0.06
C 1.71 0.34 1.37
N 1.51 -1.03 1.74
H 1.82 0.03 -0.69
H 0.32 0.71 -0.23
H 1.14 1.01 2.14
H 2.84 0.57 1.55
H 1.60 -1.73 1.07
H 0.77 -1.34 2.40
O -3.26 1.44 -2.13
C -3.23 0.16 -2.36
O -3.25 -0.37 -3.43
H -3.35 -0.51 -1.35
```

Computed properties:
E_LUMO: 3.3460 eV
Relative energy (zero: lowest compared OMol25 entry of this formula, charge and spin): 39.2 kcal per mole
Kohn-Sham gap: 7.0267 eV
Multiplicity: 1
HOMO: -3.7 eV
Net charge: -1

[9]
Here is a cluster of 11 separate species, C22H33N11 in total in a non-equilibrium geometry from the OMol25 dataset. Energies are from ωB97M-V/def2-TZVPD.

Geometry as XYZ:
```
66
Properties=species:S:1:pos:R:3
C 1.64 -2.86 -3.09
C 1.34 -1.51 -3.52
N 1.06 -0.44 -3.82
H 2.48 -3.24 -3.66
H 0.80 -3.54 -3.23
H 1.78 -2.73 -2.02
C -2.72 1.43 1.82
C -2.30 2.20 0.65
N -1.98 2.84 -0.24
H -3.41 2.10 2.33
H -1.85 1.27 2.47
H -3.01 0.43 1.51
C 0.47 4.33 0.80
C 1.31 3.15 1.03
N 1.92 2.20 1.24
H 0.62 5.11 1.53
H -0.56 3.98 0.80
H 0.61 4.63 -0.24
C -2.41 -1.50 -5.23
C -2.24 -1.32 -3.79
N -2.15 -1.18 -2.65
H -1.57 -0.96 -5.65
H -3.32 -1.02 -5.59
H -2.50 -2.55 -5.51
C -2.39 -3.43 -0.38
C -1.40 -4.28 -1.05
N -0.63 -4.92 -1.59
H -2.08 -3.33 0.66
H -3.33 -3.98 -0.48
H -2.39 -2.45 -0.86
C -1.37 2.34 -3.26
C -2.59 1.85 -3.93
N -3.47 1.39 -4.49
H -1.15 1.61 -2.49
H -1.63 3.29 -2.80
H -0.58 2.46 -3.99
C -0.13 -0.28 -0.34
C -0.23 -0.36 1.12
N -0.36 -0.41 2.26
H 0.07 0.74 -0.63
H -1.05 -0.61 -0.84
H 0.63 -1.01 -0.63
C -0.98 -1.91 4.95
C -2.38 -1.49 5.09
N -3.47 -1.14 5.21
H -0.73 -2.45 5.86
H -0.29 -1.10 4.77
H -0.93 -2.57 4.08
C 1.88 1.18 4.88
C 1.53 2.55 4.53
N 1.20 3.62 4.26
H 1.38 0.54 4.15
H 1.59 0.96 5.91
H 2.95 1.04 4.81
C 3.54 -0.94 1.85
C 2.81 -1.87 0.99
N 2.24 -2.57 0.29
H 2.95 -0.08 2.17
H 4.48 -0.63 1.41
H 3.71 -1.46 2.80
C 2.72 1.71 -1.84
C 3.87 0.94 -1.38
N 4.81 0.38 -1.03
H 1.80 1.26 -1.48
H 2.71 1.80 -2.93
H 2.71 2.75 -1.54
```

Computed properties:
E_LUMO: 0.3760 eV
Relative energy (zero: lowest compared OMol25 entry of this formula, charge and spin): 7.5 kcal per mole
SMILES: CC#N.CC#N.CC#N.CC#N.CC#N.CC#N.CC#N.CC#N.CC#N.CC#N.CC#N
Kohn-Sham gap: 11.9636 eV
Multiplicity: 1
HOMO: -11.6 eV
Net charge: 0

[10]
Here is a structure of composition C20H36B2F12O14SZr in a non-equilibrium geometry from the OMol25 dataset. Energies are from ωB97M-V/def2-TZVPD.

Geometry as XYZ:
```
86
Properties=species:S:1:pos:R:3
Zr -1.72 0.85 -1.09
B 0.05 -0.26 -0.35
H 0.85 -0.86 0.07
H -0.66 -0.82 -0.93
H -0.59 0.19 0.39
H 0.45 0.55 -0.94
B -3.39 2.15 -0.38
H -2.71 2.69 -1.03
H -2.85 1.64 0.40
H -4.15 2.84 -0.05
H -3.84 1.32 -0.89
O -0.90 2.01 -2.79
C -1.54 1.67 -4.05
C -2.46 0.47 -4.14
O -2.61 -0.20 -2.85
H -0.64 1.47 -4.64
H -2.02 2.55 -4.47
H -2.06 -0.31 -4.78
H -3.47 0.76 -4.42
C -1.80 -4.01 -1.04
C -1.81 -3.42 0.38
O -3.07 -2.97 0.92
C -3.55 -1.65 0.67
O -2.98 -0.84 -0.06
C -4.95 -1.36 1.25
F -5.87 -1.64 0.35
F -5.17 -2.08 2.34
F -5.14 -0.08 1.54
H -0.80 -4.38 -1.29
H -2.05 -3.24 -1.77
H -2.57 -4.77 -1.18
H -1.09 -2.62 0.53
H -1.43 -4.27 0.95
C 4.01 -2.20 -0.30
C 3.90 -3.42 0.70
O 2.61 -3.32 1.36
C 2.50 -2.48 2.46
O 3.40 -1.77 3.01
C 1.05 -2.44 2.95
F 1.01 -2.37 4.25
F 0.51 -1.30 2.45
F 0.28 -3.52 2.51
H 3.10 -2.25 -0.89
H 4.86 -2.29 -0.97
H 4.09 -1.28 0.29
H 4.73 -3.53 1.39
H 3.92 -4.37 0.18
C -0.37 4.20 3.95
C 0.10 2.93 4.66
O -0.99 2.08 4.97
C -1.58 1.31 3.98
O -1.38 1.39 2.73
C -2.59 0.28 4.57
F -2.95 0.60 5.82
F -3.64 0.08 3.78
F -2.01 -0.92 4.57
H 0.37 5.00 3.87
H -1.26 4.62 4.41
H -0.63 3.95 2.92
H 0.59 3.18 5.60
H 0.81 2.43 4.01
C 2.96 1.60 0.17
C 1.94 1.96 1.28
O 1.41 3.24 1.15
C 0.26 3.39 0.39
O -0.53 2.48 0.11
C 0.04 4.89 -0.02
F -1.25 5.10 -0.19
F 0.54 5.70 0.86
F 0.68 5.14 -1.17
H 2.49 1.47 -0.80
H 3.37 0.61 0.37
H 3.72 2.38 0.16
H 2.40 1.99 2.26
H 1.21 1.18 1.49
C 3.95 -0.98 -4.81
C 3.27 -1.81 -5.89
O 2.19 -2.43 -5.19
S 1.93 -1.90 -3.65
O 1.73 -3.00 -2.70
O 1.09 -0.72 -3.57
O 3.51 -1.50 -3.55
H 3.46 0.00 -4.73
H 5.02 -0.85 -4.92
H 3.80 -2.71 -6.18
H 2.91 -1.23 -6.74
```

Computed properties:
E_LUMO (alpha / beta): -3.2268 / -6.9227 eV
Kohn-Sham gap (alpha / beta): 10.2141 / 5.5972 eV
Multiplicity: 2
HOMO (alpha / beta): -13.4 / -12.5 eV
Net charge: +1

[11]
Here is a cluster of 3 separate species, C21H41N2O7PS in total in a non-equilibrium geometry from the OMol25 dataset. Energies are from ωB97M-V/def2-TZVPD.

Geometry as XYZ:
```
73
Properties=species:S:1:pos:R:3
O -9.98 1.53 -4.14
C -9.01 0.85 -3.98
O -8.29 0.21 -4.91
C -6.95 0.02 -4.39
C -7.03 0.82 -3.11
P -6.02 0.24 -1.68
O -4.79 1.27 -1.59
O -6.92 0.58 -0.40
S -5.51 -1.58 -1.78
O -8.39 0.62 -2.76
H -6.82 -1.04 -4.29
H -6.23 0.42 -5.08
H -6.83 1.86 -3.38
H -5.07 2.11 -1.98
H -7.12 1.52 -0.42
C -1.81 1.54 2.08
C -2.71 0.30 2.29
C -2.56 -0.21 3.73
C -1.24 -0.93 3.99
C -1.00 -2.02 2.96
C -1.11 -1.53 1.52
N -2.37 -0.76 1.31
O -3.36 -1.57 1.17
C 0.12 -0.67 1.17
C -1.06 -2.71 0.57
C -4.14 0.77 2.07
H -1.57 1.68 1.03
H -2.32 2.44 2.42
H -0.88 1.50 2.64
H -3.38 -0.90 3.94
H -2.67 0.63 4.41
H -0.41 -0.22 3.99
H -1.26 -1.37 4.99
H -0.02 -2.48 3.11
H -1.74 -2.82 3.12
H 0.01 -0.20 0.19
H 1.01 -1.29 1.13
H 0.34 0.11 1.90
H -1.83 -3.45 0.79
H -0.10 -3.21 0.65
H -1.19 -2.39 -0.47
H -4.28 1.11 1.04
H -4.35 1.60 2.74
H -4.87 -0.01 2.27
C 6.65 1.50 0.52
C 5.62 0.35 0.63
C 6.29 -0.98 0.28
C 6.56 -1.15 -1.22
C 5.28 -0.91 -2.02
C 4.61 0.43 -1.71
N 4.44 0.61 -0.24
O 3.43 -0.07 0.17
C 5.44 1.58 -2.31
C 3.26 0.50 -2.40
C 5.18 0.31 2.09
H 6.15 2.46 0.37
H 7.22 1.59 1.44
H 7.37 1.36 -0.28
H 5.65 -1.80 0.61
H 7.23 -1.06 0.83
H 7.35 -0.47 -1.55
H 6.92 -2.16 -1.41
H 5.50 -0.95 -3.09
H 4.58 -1.72 -1.82
H 5.06 2.55 -1.98
H 5.38 1.55 -3.39
H 6.50 1.54 -2.06
H 2.62 -0.34 -2.13
H 3.40 0.47 -3.48
H 2.74 1.42 -2.14
H 4.67 1.24 2.37
H 6.06 0.21 2.73
H 4.52 -0.52 2.30
```

Computed properties:
E_LUMO (alpha / beta): -0.0035 / -0.0063 eV
Kohn-Sham gap (alpha / beta): 8.0260 / 8.9867 eV
Multiplicity: 3
HOMO (alpha / beta): -8.0 / -9.0 eV
Net charge: 0